2 unconnected molecules or ions with the total composition C4H10O in a non-equilibrium geometry, computed with the ωB97M-V functional and the def2-TZVPD basis.

Summary:
* ΔE to the lowest compared entry with this formula, charge and spin: 48.2 kcal/mol
* SMILES: C=CO.CC
* energy: -6355.7124 eV

The geometry in ORCA input format:
```
! RIJCOSX wB97M-V def2-TZVPD def2/J DEFGRID3
* xyz 0 1
C 0.347 4.962 -0.375
C 0.898 3.822 0.037
O 1.032 2.818 -0.881
H 0.370 5.952 0.051
H 0.100 5.026 -1.436
H 1.020 3.621 1.097
H 0.771 1.967 -0.549
C -0.622 -4.244 0.229
C -0.534 -2.740 0.150
H -0.999 -4.766 -0.648
H -1.253 -4.662 1.033
H 0.315 -4.673 0.622
H 0.088 -2.249 0.901
H -0.049 -2.472 -0.783
H -1.483 -2.359 0.552
*
```

=====

2 unconnected molecules or ions with the total composition C4H10O in a non-equilibrium geometry, computed with the ωB97M-V functional and the def2-TZVPD basis.

Summary:
* ΔE to the lowest compared entry with this formula, charge and spin: 46.2 kcal/mol
* SMILES: C=CCC.O
* energy: -6355.7974 eV

The geometry in ORCA input format:
```
! RIJCOSX wB97M-V def2-TZVPD def2/J DEFGRID3
* xyz 0 1
C 1.906 -0.183 -1.473
C 1.520 0.316 -0.321
C 0.097 0.196 0.247
C -0.448 0.765 1.564
H 2.929 -0.077 -1.751
H 1.159 -0.864 -1.864
H 2.103 0.966 0.327
H -0.680 0.468 -0.504
H -0.123 -0.837 0.436
H -0.116 1.769 1.878
H -1.485 0.921 1.225
H -0.396 0.089 2.347
O -2.068 -1.552 -0.628
H -1.679 -0.782 -0.205
H -2.718 -1.193 -1.278
*
```

=====

A single C4H10O molecule, computed with the ωB97M-V functional and the def2-TZVPD basis.

Summary:
* ΔE to the lowest compared entry with this formula, charge and spin: 15.5 kcal/mol
* SMILES: COC(C)C
* energy: -6357.1316 eV

The geometry in ORCA input format:
```
! RIJCOSX wB97M-V def2-TZVPD def2/J DEFGRID3
* xyz 0 1
C 1.825 -0.362 -0.761
O 1.078 -0.201 0.415
C -0.191 0.400 0.213
C -1.082 -0.359 -0.783
C -0.824 0.488 1.600
H 1.425 -1.172 -1.382
H 2.845 -0.620 -0.471
H 1.844 0.559 -1.367
H -0.027 1.417 -0.186
H -1.617 -1.184 -0.301
H -0.524 -0.779 -1.626
H -1.818 0.328 -1.213
H -1.913 0.585 1.538
H -0.432 1.332 2.176
H -0.590 -0.431 2.148
*
```

=====

Question: Which value of energy does entry 1 give?
Answer: -6355.7124 eV

=====

Question: The highest ΔE to the lowest compared entry with this formula, charge and spin belongs to which entry?
Answer: number 1